# 1
The ion C5H8BrN2 with charge +1. Source: the Open Molecules 2025 dataset; level of theory: wB97M-V/def2-TZVPD.

Each line ends with the Mulliken charge.
Element x y z (Å)
C1 0.3671 -1.3354 -1.9017  -0.59
C2 -1.6331 1.1932 0.0351  -0.87
C3 -0.3649 -1.1597 -0.8162  -0.58
C4 -0.6446 0.6794 0.7526  -0.01
C5 1.2378 -0.7890 0.8619  0.64
N1 0.1273 -0.4097 0.3019  0.11
N2 2.0579 0.1251 1.8689  -0.50
Br1 2.0177 -2.4564 0.6551  0.05
H1 -0.0050 -1.8901 -2.7430  0.29
H2 1.3610 -0.9244 -1.9998  0.33
H3 -2.2438 1.9833 0.4352  0.27
H4 -1.8681 0.8595 -0.9607  0.37
H5 -1.3732 -1.5275 -0.7018  0.54
H6 -0.3999 1.0176 1.7481  0.44
H7 1.9655 1.1166 1.7243  0.26
H8 2.9648 -0.2479 2.0927  0.25

Cartesian forces, eV/Å:
C -0.1 0.3 0.2
C 0.2 -0.1 0.0
C -0.3 -0.4 -0.7
C -0.4 0.9 0.3
C 3.7 3.1 3.7
N 0.8 -0.7 0.0
N -3.9 -3.3 -3.5
Br -0.1 0.2 0.1
H -0.2 -0.2 -0.1
H 0.1 0.1 0.0
H 0.0 0.1 0.2
H 0.0 -0.1 -0.2
H -0.1 0.0 0.1
H 0.0 0.0 0.1
H 0.0 0.1 -0.1
H 0.1 -0.1 -0.1

Output
DFT total energy in a.u.: -2878.516741
Molar mass in g mol⁻¹: 176.04
Total charge: +1
SMILES: C=CN(C=C)C(=[NH2+])Br

=====

# 2
A cluster of 2 separate species, C4H10S in total. Source: the Open Molecules 2025 dataset; level of theory: wB97M-V/def2-TZVPD.

Each line ends with the Mulliken charge.
Element x y z (Å)
C1 -1.2792 2.7622 -2.0231  -0.44
C2 -0.1486 3.3322 -1.5914  -0.46
H1 -1.5021 2.8643 -3.0753  0.23
H2 -1.9522 2.3683 -1.2721  0.22
H3 0.4833 3.8115 -2.3309  0.22
H4 0.1114 3.3268 -0.5405  0.22
C3 -0.0894 -3.1940 0.6459  -0.82
S1 -0.0780 -1.3800 0.4094  -0.07
C4 1.1098 -0.9196 1.6983  -0.82
H5 -0.7388 -3.6541 -0.0896  0.29
H6 -0.5840 -3.2739 1.6161  0.27
H7 0.9244 -3.5711 0.7739  0.28
H8 1.0700 -1.6206 2.5298  0.31
H9 2.0637 -0.8349 1.1876  0.25
H10 0.6097 -0.0170 2.0620  0.30

Cartesian forces, eV/Å:
C 1.0 1.0 0.8
C -0.8 -0.4 -0.6
H -0.5 -0.4 0.0
H -0.3 -0.3 -0.5
H 0.3 0.0 0.3
H 0.2 0.1 -0.1
C -0.4 1.1 1.2
S -0.1 -0.6 -0.5
C -1.3 0.0 -0.4
H 0.4 -0.2 -0.3
H 0.0 -0.5 0.0
H -0.1 -0.2 -0.6
H 0.3 -0.2 -0.1
H 0.2 0.3 0.7
H 1.0 0.3 0.0

Output
DFT total energy in a.u.: -556.526810
Molar mass in g mol⁻¹: 90.19
SMILES: C=C.CSC